P.
One molecule with the formula C6H6N4O, computed with ωB97M-V/def2-TZVPD.

Each line ends with the Mulliken charge.
Atoms and positions in Å:
O -0.68120 2.58984 0.09844  -0.558
N -1.36547 -1.79728 0.01575  -0.493
N 0.96702 -1.16281 -0.11169  -0.160
N -0.95210 0.23481 -0.14674  0.017
N -2.57116 -1.12242 0.12892  -0.528
C -2.29754 0.17374 -0.02067  -0.029
C 3.28080 -0.52056 0.07678  -1.330
C 1.82747 -0.11399 -0.08525  0.913
C 1.28821 1.14614 0.00404  -0.945
C -0.14287 1.52309 -0.12326  0.494
C -0.39885 -0.96503 -0.04837  0.459
H 2.00280 1.83144 0.15256  0.495
H 3.50962 -0.88189 1.19564  0.288
H 3.44089 -1.53927 -0.56781  0.311
H -2.80176 1.13432 0.21904  0.363
H 1.38114 -2.00651 0.38837  0.315
H 4.02550 0.21662 -0.19863  0.389

Properties
- net charge = 0
- E_HOMO (eV) = -9.11
- HOMO-LUMO gap (eV) = 9.1
- multiplicity = 1
- SMILES = Cc1cc(=O)n2cnnc2[nH]1


Q.
One molecule with the formula C6H6N4O, computed with ωB97M-V/def2-TZVPD.

Each line ends with the Mulliken charge.
Atoms and positions in Å:
O 0.55210 0.94725 2.68105  -0.541
N 0.49906 0.17769 0.46629  0.113
N 1.87142 -0.17132 -1.28209  -0.643
N -2.23681 0.02931 0.72636  -0.744
N -1.38892 0.16033 1.76385  0.151
C 1.78027 0.15789 0.01138  -0.128
C 0.61881 -0.36198 -1.73508  0.529
C -0.00623 0.43155 1.76164  0.423
C 0.39836 -0.87570 -3.16532  -1.171
C -1.69070 -0.22472 -0.38050  -0.260
C -0.29965 -0.18009 -0.60358  0.347
H -0.63412 -0.74586 -3.54190  0.326
H 0.70929 -1.89642 -3.21063  0.282
H 1.13294 -0.38365 -3.80356  0.336
H 2.56854 0.57700 0.65384  0.378
H -2.35125 -0.30806 -1.23153  0.383
H -1.86065 0.12531 2.63332  0.220

Properties
- net charge = 0
- E_HOMO (eV) = -8.42
- HOMO-LUMO gap (eV) = 8.8
- multiplicity = 1
- SMILES = Cc1ncn2c(=O)[nH]ncc12


Short version: P is the least stable of them.


P.
A 16-piece molecular cluster, C5H40NO15 overall, computed with ωB97M-V/def2-TZVPD.

Each line ends with the Mulliken charge.
Atoms and positions in Å:
O -1.77977 -2.79413 2.50373  -0.627
O -3.08906 -1.15555 -0.25844  -0.564
O 1.82001 -3.27073 0.02373  -0.642
O 3.19928 -1.99968 -1.90213  -0.582
O -2.67586 3.60756 0.56322  -0.635
O -0.42864 1.33670 4.19030  -0.597
O -3.52390 0.36515 -2.43866  -0.544
O 1.44885 -2.55684 3.19284  -0.618
O 2.36276 0.96927 3.16951  -0.667
O -2.78138 1.79909 2.25647  -0.694
O 1.05897 4.86066 0.31883  -0.623
O -0.97949 -3.72967 -2.39463  -0.614
O 3.25775 0.51606 0.64430  -0.496
O 3.20903 1.69067 -2.11270  -0.606
O -0.95603 -2.62145 0.11124  -0.563
N -0.15787 -0.79253 -2.78172  0.222
C 0.27138 0.81879 0.32775  -0.921
C 0.11400 0.49190 -2.20185  0.249
C 0.70538 1.46620 -2.87831  -0.811
C -0.62164 0.86675 -0.91530  1.554
C 0.66893 -1.35234 -3.57268  -0.157
H -2.10113 -3.19083 3.32100  0.273
H -2.14009 -1.89485 2.56036  0.272
H -0.68509 -1.96054 0.75881  0.269
H 2.51032 0.87210 4.11579  0.295
H -3.88727 1.18668 -2.09266  0.289
H 1.45767 -1.69271 2.77002  0.342
H 0.90150 4.80769 -0.62860  0.311
H 3.98230 0.71717 1.25238  0.244
H -2.47919 4.50558 0.85691  0.307
H 1.94607 4.52353 0.49498  0.301
H 1.55991 1.50621 3.08651  0.289
H 1.53856 -0.81252 -3.95193  0.264
H 0.97426 1.64227 0.38346  0.480
H 0.73257 -0.17534 0.39426  0.035
H 0.89999 -3.25400 -0.27070  0.328
H 1.63901 -3.15575 2.46373  0.297
H 1.94429 -4.05737 0.56005  0.266
H 1.08735 1.39262 -3.88125  0.430
H -1.50866 0.25022 -0.69471  -1.346
H -0.28585 1.90048 4.96192  0.288
H -2.43504 3.48707 -0.35653  0.282
H -3.73422 1.80236 2.13742  0.254
H -1.15552 -3.37455 -1.49838  0.376
H -0.33465 0.75879 1.24660  0.298
H -1.85959 -3.59277 -2.77298  0.358
H 2.79433 0.83691 -1.92141  0.308
H -3.24559 -0.21498 -0.14365  0.118
H 2.98837 -2.23327 -0.97647  0.295
H -2.48167 2.47217 1.54990  0.494
H -1.01332 1.88485 -1.00596  0.179
H -3.62896 -1.60853 0.40005  0.309
H -3.30720 0.53545 -3.35813  0.281
H -0.81643 -1.40341 -2.28525  0.155
H -1.68944 -2.95252 0.67809  0.208
H 0.79977 2.37190 -2.29453  0.181
H -1.32883 1.56357 3.91079  0.298
H 0.82344 -2.40579 -3.80277  0.289
H 2.53834 0.66011 1.27900  0.338
H 4.16175 -1.97492 -1.80035  0.322
H 3.71525 1.76102 -1.29127  0.361

Properties
- net charge = +1
- E_HOMO (eV) = -13.01
- HOMO-LUMO gap (eV) = 9.0
- multiplicity = 1


Q.
A 15-piece molecular cluster, C5H40NO15 overall, computed with ωB97M-V/def2-TZVPD.

Each line ends with the Mulliken charge.
Atoms and positions in Å:
O -3.33593 3.04967 0.97830  -0.637
O 0.77705 -1.17608 1.06667  -0.447
O 1.01817 -3.12559 -3.03122  -0.604
O -1.57726 -3.65805 0.26921  -0.694
O 0.63204 1.93064 3.31214  -0.718
O -1.41094 -2.69871 2.57451  -0.515
O -0.91363 -0.17774 3.98540  -0.543
O -3.54701 -0.26441 2.80901  -0.628
O -4.62104 -1.12710 0.30888  -0.587
O -2.15540 -0.89916 0.19694  -0.035
O -1.47147 -1.81776 -3.21271  -0.680
O -0.24470 1.21606 -1.41935  -0.379
O 2.66003 3.46457 0.10040  -0.478
O -0.77136 2.39561 1.12330  -0.515
O 3.84623 0.55024 1.24348  -0.642
N 2.36990 0.60894 -1.09350  0.358
C 3.66053 1.09717 -1.43175  -0.828
C 1.54717 0.06512 -2.28344  1.301
C 2.55825 -0.27597 -3.28041  -0.834
C 3.70270 0.70238 -2.97582  -0.506
C 0.43950 1.12406 -2.62196  -0.619
H -1.80280 -1.15180 0.97422  -0.117
H -2.51770 -4.01840 0.02164  0.350
H 3.54324 1.73765 -3.36091  0.263
H 1.89849 1.39301 -0.64058  0.288
H -0.79809 0.81356 4.08507  0.284
H 2.76411 -1.29287 -2.93746  0.416
H -1.82193 -1.40234 -2.42788  0.283
H -1.42065 3.10708 0.99523  0.302
H -2.83441 -1.52964 0.04030  0.330
H -0.96562 -3.53598 2.77167  0.258
H 0.92507 -1.95835 1.57072  0.228
H 4.86729 0.76945 1.52615  0.321
H -3.86097 3.30493 1.71993  0.290
H 0.52679 -3.68784 -3.63289  0.317
H 0.02530 -0.24662 4.18864  0.282
H 2.19909 -0.30206 -4.33152  0.370
H 4.74023 0.20679 -3.11304  0.347
H -2.60235 -0.45546 2.53631  0.315
H 0.35978 -2.54668 -2.65585  0.294
H 3.65016 -0.36680 1.66321  0.321
H -4.59060 -0.38631 0.99724  0.294
H -1.29481 1.52395 1.08692  0.234
H -0.65907 0.32695 -1.21391  0.118
H 0.14584 -1.29231 0.35557  0.251
H -1.62902 -2.40557 3.42398  0.220
H -3.60414 -0.18023 3.78374  0.314
H -3.73582 2.25283 0.50157  0.318
H -0.18764 2.23413 2.94369  0.409
H -1.87722 -2.74665 -3.10377  0.337
H -1.86589 -2.89461 0.86831  0.322
H 2.43393 3.79121 0.85237  0.206
H 4.59440 0.56274 -0.74386  0.170
H 2.23102 4.08048 -0.49071  0.267
H -5.39300 -0.93117 -0.19523  0.274
H 0.97974 -0.84811 -2.10652  -1.226
H -0.16472 0.61680 -3.42739  0.396
H 1.32327 1.73126 2.61652  0.278
H 3.98645 1.97561 -1.05282  0.684
H 0.92526 2.10327 -2.95619  0.295
H 2.39051 -0.18840 -0.35743  0.329

Properties
- net charge = +1
- E_HOMO (eV) = -13.22
- HOMO-LUMO gap (eV) = 10.7
- multiplicity = 1


Short version: Q is the least stable of them.


P.
A 2-piece molecular cluster, C3H11NS overall, computed with ωB97M-V/def2-TZVPD.

Each line ends with the Mulliken charge.
Atoms and positions in Å:
S -0.89208 0.36359 -2.01394  -0.434
N 1.36208 -0.41988 0.00541  -0.541
C -0.52823 -1.30243 1.35830  -1.250
C 0.30891 1.15498 1.56158  -1.160
C 0.61678 -0.30797 1.28159  0.407
H 0.11753 0.09640 -0.84783  0.130
H -0.18465 -2.29951 1.05599  0.343
H 1.22525 -1.12578 -0.69499  0.313
H -1.33421 -1.01957 0.67082  0.290
H -0.48190 1.48126 0.87614  0.291
H -0.06779 1.33541 2.57328  0.357
H 1.31794 -0.71057 2.00443  0.218
H -1.01256 -1.31429 2.33978  0.374
H 1.16972 1.79622 1.38121  0.364
H 2.15783 0.19013 -0.07903  0.171
H -0.28526 1.81834 -2.09856  0.127

Properties
- net charge = 0
- E_HOMO (eV) = -8.66
- HOMO-LUMO gap (eV) = 9.5
- multiplicity = 1
- SMILES = CC(C)N.S


Q.
A 2-piece molecular cluster, C3H11NS overall, computed with ωB97M-V/def2-TZVPD.

Each line ends with the Mulliken charge.
Atoms and positions in Å:
S -0.94707 -1.23245 0.24155  -0.552
N 1.29289 1.45855 -0.10487  -0.137
C 1.46280 0.43928 1.02384  -1.010
C 0.60407 0.99794 -1.34731  -0.991
C -2.56350 -2.08230 0.36575  -0.759
H -3.30978 -1.51258 0.92652  0.212
H -2.42521 -3.01261 0.92952  0.208
H 1.51374 -0.54901 0.56690  0.328
H 0.88624 -0.02699 -1.55969  0.385
H 0.90292 1.65954 -2.16602  0.347
H 2.44450 0.60845 1.45709  0.326
H 0.56660 0.45495 1.63796  0.394
H -2.94070 -2.26786 -0.63440  0.196
H 0.76413 2.22562 0.30129  0.340
H -0.47103 1.06127 -1.27362  0.342
H 2.21941 1.77820 -0.36451  0.370

Properties
- net charge = 0
- E_HOMO (eV) = -5.86
- HOMO-LUMO gap (eV) = 5.5
- multiplicity = 1


Short version: Q is the least stable of them.


P.
C15H9N5O8S5SbW as an isolated structure, computed with ωB97M-V/def2-TZVPD.

Each line ends with the Mulliken charge.
Atoms and positions in Å:
W -0.94715 0.79959 0.95171  1.651
Sb -2.01685 2.91169 3.42682  0.913
S -3.19538 1.65010 1.78995  -0.363
S -3.09041 2.56955 5.42729  -0.581
S -1.55572 5.09742 2.70636  -0.564
S -0.06419 1.37282 3.18994  -0.230
S 2.27922 -1.03891 2.99951  -0.368
O -0.52408 2.52833 0.14846  -0.656
O -1.73245 -6.32265 -0.73012  -0.596
O 0.08616 0.05313 -2.84186  -0.528
O -1.38383 -0.19475 -0.70255  -0.921
O -2.55356 -2.61724 2.32676  -0.598
O -0.08288 -1.64283 -4.24153  -0.648
O -1.28641 -0.89221 1.92628  -0.302
O -1.66824 -5.96855 -2.94721  -0.602
N 1.74358 -2.91727 1.14132  -0.336
N -1.67489 -5.60974 -1.76293  0.978
N 1.51397 -0.78320 0.37978  -0.795
N 1.24967 0.52576 0.53723  0.441
N -0.27826 -1.10081 -3.14854  1.003
C 1.51407 5.51541 -0.28698  -0.726
C -1.82728 -2.03576 1.53669  -0.026
C -0.96232 -1.99689 -2.18124  -0.232
C 2.71848 4.93926 -0.88803  -0.564
C -1.82407 -3.83990 -0.23825  -0.425
C 0.53628 3.37436 0.16424  0.692
C -1.19027 -3.27677 -2.55981  -0.737
C 2.05624 1.38608 -0.07688  -0.805
C -1.31975 -1.52361 -0.90923  0.745
C 1.80899 2.74805 -0.27192  1.063
C -1.66336 -2.48835 0.11353  0.665
C 0.40128 4.73920 0.03979  -0.567
C 1.79814 -1.57971 1.44505  0.081
C 2.87469 3.57722 -0.80441  -0.758
C -1.56153 -4.18632 -1.51191  0.037
H 1.43063 6.57846 -0.43532  0.352
H 1.77448 -3.17891 0.14092  0.245
H 3.42251 5.53562 -1.34817  0.500
H 2.11656 -3.49512 1.93764  0.222
H 2.95085 0.93689 -0.44659  0.357
H -2.05163 -4.65217 0.41796  0.622
H -0.56587 5.17732 0.39007  0.420
H 3.65375 2.94437 -1.29090  0.275
H -0.90918 -3.61896 -3.51291  0.670

Properties
- net charge = -1
- E_HOMO (spin up / spin down) (eV) = -5.43 / -5.43
- HOMO-LUMO gap (spin up / spin down) (eV) = 4.6 / 4.6
- multiplicity = 1


Q.
C15H9N5O8S5SbW as an isolated structure, computed with ωB97M-V/def2-TZVPD.

Each line ends with the Mulliken charge.
Atoms and positions in Å:
W -8.78264 4.19569 13.31680  1.295
Sb -5.91304 4.85355 11.72194  0.754
S -8.10768 4.06761 10.94471  -0.256
S -8.45178 1.68252 13.17592  -0.385
S -6.15586 6.91592 10.78331  -0.569
S -6.68164 5.16208 13.96270  -0.190
S -4.16180 3.40878 11.45243  -0.582
O -10.62798 3.97109 12.20083  -0.094
O -8.63727 4.54341 15.42735  -0.961
O -12.79768 7.16450 7.53992  -0.583
O -12.53287 2.34591 11.28885  -0.536
O -13.14202 2.82623 9.17964  -0.664
O -10.04494 8.02600 12.83339  -0.677
O -12.88370 8.84899 8.94270  -0.589
O -9.69527 5.97806 13.58198  -0.390
N -10.58613 0.19474 12.55678  -0.345
N -12.67339 7.64504 8.70839  0.918
N -10.92581 1.80720 14.10978  -1.311
N -10.49643 2.96355 14.56541  0.704
N -12.60086 3.07344 10.29157  1.003
C -11.85408 7.15090 10.87462  -0.940
C -11.59326 4.88339 17.42192  -0.901
C -10.27921 6.81305 12.73830  0.418
C -11.23999 6.27336 11.76294  0.193
C -11.27159 3.46218 15.50184  -0.524
C -9.76080 6.16497 18.39091  -0.555
C -12.55464 5.28209 9.49768  -0.337
C -10.78174 4.44687 16.37926  0.886
C -9.47245 4.97553 16.33290  0.774
C -10.07756 1.20858 13.30233  0.737
C -12.37074 6.62195 9.72986  0.060
C -12.04308 4.42644 10.44979  0.100
C -11.09878 5.72478 18.41605  -0.515
C -9.00584 5.91276 17.30245  -0.644
C -11.28563 4.81948 11.52467  0.280
H -12.68684 4.66837 17.50566  0.270
H -13.11226 4.88192 8.64067  0.570
H -9.99011 -0.50725 12.19850  0.228
H -8.06006 6.32204 17.12956  0.486
H -11.78737 5.89534 19.21369  0.382
H -9.27611 6.69365 19.20319  0.369
H -12.29608 3.12048 15.65014  0.338
H -11.61311 0.06453 12.49897  0.218
H -11.73978 8.22352 11.00364  0.563

Properties
- net charge = -1
- E_HOMO (spin up / spin down) (eV) = -5.27 / -5.27
- HOMO-LUMO gap (spin up / spin down) (eV) = 5.0 / 5.0
- multiplicity = 1


Short version: P is the least stable of them.